Molecular formula: C11H17AsInN2O7SSe3Te
Method: DFT, ωB97M-V with the def2-TZVPD basis set

Values from the calculation:
Molecular weight = 875.55 g mol⁻¹
E = -11362.189187 Eh
Kohn-Sham gap = 6.83 eV
Energy relative to the best compared isomer or geometry (same formula, charge and spin) = 0.000 eV
Maximum force = 2.96 eV Å⁻¹
E_HOMO = -4.41 eV

```
! RIJCOSX wB97M-V def2-TZVPD def2/J DEFGRID3
* xyz -1 1
In 0.31640 -0.26840 0.66710
O 4.94730 0.25770 1.18380
As 3.29780 0.50660 1.88420
O 3.34020 -0.20440 3.32620
O 2.42050 -0.20330 0.67670
C 3.44180 2.43070 1.96390
C 4.68230 3.01360 2.17500
C 4.78480 4.39160 2.23960
C 3.66220 5.18950 2.07780
C 2.41990 4.60500 1.90990
C 2.32820 3.22680 1.87740
S 0.79130 2.38460 1.62950
O 0.83890 1.17390 2.46670
O -0.26040 3.28380 2.03630
O 0.76800 2.05220 0.21050
H 4.89480 -0.58540 0.72570
H 5.55170 2.37550 2.26420
H 5.74510 4.85090 2.41690
H 3.75690 6.26450 2.06970
H 1.51880 5.18570 1.80370
Se -1.50240 0.57110 -0.92040
Se -2.41300 -1.44770 -1.64060
Te -2.19660 -2.95150 0.36460
Se 0.27680 -2.86910 0.61380
C -2.97940 1.56910 2.25760
N -2.24670 1.18700 3.45380
C -2.19570 2.25590 4.43170
C -1.41300 0.11680 3.35400
O -1.44400 -0.54110 2.28320
N -0.74570 -0.41030 4.41230
C -0.20860 0.30800 5.54880
C 0.03270 -1.60940 4.12740
H -3.96540 1.93170 2.55630
H -3.10670 0.70660 1.60580
H -2.43970 2.35920 1.72360
H -2.80310 3.07730 4.05780
H -1.18380 2.63930 4.56330
H -2.62540 1.93560 5.38530
H -0.90610 1.02020 5.97090
H 0.72080 0.81940 5.27700
H 0.01860 -0.42890 6.32050
H -0.54920 -2.27550 3.49250
H 0.24320 -2.11560 5.06810
H 0.98550 -1.36170 3.63730
*
```

These are the Mulliken partial charges, in e, on atoms 1 to 5: atom 1 (In): 1.538, atom 2 (O): -0.700, atom 3 (As): 1.241, atom 4 (O): -0.842, atom 5 (O): -0.724